1.
{"formula": "H28O22S2Zn2", "method": "ωB97M-V/def2-TZVPD", "orbital_gap_ev": 7.60, "species": ["Zn", "Zn", "S", "S", "O", "O", "O", "O", "O", "O", "O", "O", "O", "O", "O", "O", "O", "O", "O", "O", "O", "O", "O", "O", "O", "O", "H", "H", "H", "H", "H", "H", "H", "H", "H", "H", "H", "H", "H", "H", "H", "H", "H", "H", "H", "H", "H", "H", "H", "H", "H", "H", "H", "H"], "xyz": [[-0.77382, -2.63169, -1.30022], [-1.93655, 2.07385, -1.07515], [0.34547, 0.19472, 0.36966], [-3.37638, -0.82136, -1.11846], [-2.54659, -1.90287, -1.59088], [4.29302, 1.48197, 1.57705], [-2.75138, 0.44601, -1.47329], [1.22345, -3.40309, -0.98647], [2.71108, -1.89391, 0.57863], [-2.52262, -0.09325, 2.59972], [-0.82910, 1.77347, -3.00658], [1.71415, 0.44099, -0.10905], [-0.31740, -2.26964, 2.88822], [3.29878, 2.20165, -1.03016], [-4.70741, -0.89056, -1.73859], [0.39592, 0.08270, 1.83810], [-0.14245, -1.06871, -0.30059], [-3.41351, -1.07614, 0.28732], [-0.44319, 1.30263, -0.12389], [1.21891, 3.32566, 0.71375], [-0.31192, -1.79942, -3.17799], [0.80499, 0.26428, 4.30487], [-3.13898, 2.02632, 0.59435], [-1.19770, 3.93071, -0.71073], [-1.39919, -3.60884, 0.38421], [1.57377, 0.20185, -2.72137], [2.07918, 2.95481, 0.51718], [-2.97136, 1.75393, 1.49653], [1.70294, -4.03811, -1.51852], [2.40625, -2.24122, 1.41689], [3.99290, 1.69624, -1.45326], [-4.08398, 1.92161, 0.48369], [-1.96266, -4.35253, 0.59788], [0.10224, -1.52547, 2.45653], [1.47696, 0.27448, -1.77185], [-1.61228, -0.25050, 2.34915], [2.50769, -0.95939, 0.61782], [0.09277, 1.54153, -2.89440], [-0.03882, -2.29843, -3.94782], [-1.38192, -3.08326, 1.18402], [-1.42633, 4.72083, -1.20029], [0.09973, -0.29727, 4.62658], [-0.98688, 1.68230, -3.94627], [-0.63694, -1.91648, 3.71852], [0.57430, 0.44058, 3.39277], [2.70387, 1.54146, -0.67456], [0.24056, -1.01786, -3.19021], [-3.03719, -0.50674, 1.90655], [4.44999, 0.75205, 2.17606], [1.90522, -2.88532, -0.55829], [2.37866, -0.30179, -2.84272], [3.41504, 1.32335, 1.23034], [0.59873, 2.64510, 0.45215], [-0.36002, 4.13876, -0.29693]], "mulliken_charge": [0.139, -0.013, -0.999, 1.012, -0.485, -0.664, -0.367, -0.369, -0.789, -0.764, -0.436, -0.348, -0.655, -0.682, -0.718, -0.448, 1.508, -0.824, 0.805, -0.851, -0.432, -0.704, -0.364, -0.369, -0.357, -0.799, 0.288, 0.242, 0.288, 0.335, 0.307, 0.335, 0.287, 0.270, 0.513, 0.293, 0.218, 0.267, 0.277, 0.300, 0.314, 0.287, 0.270, 0.278, 0.530, -0.024, 0.400, 0.543, 0.305, 0.406, 0.260, 0.421, 0.465, 0.302]}

=====

2.
{"formula": "C2H14NO3", "method": "ωB97M-V/def2-TZVPD", "s2": 0.7561, "orbital_gap_ev": [11.83, 2.39], "multiplicity": 2, "total_charge": 2, "species": ["O", "O", "O", "N", "C", "C", "H", "H", "H", "H", "H", "H", "H", "H", "H", "H", "H", "H", "H", "H"], "xyz": [[3.87055, 0.92982, 1.07440], [0.84246, 1.73063, 0.90781], [-1.91655, 0.12829, -2.77504], [-0.89483, -0.35509, 0.03819], [-1.82966, -0.45346, 1.20328], [-0.05225, -1.49489, -0.42292], [-1.62004, -1.37175, 1.74810], [-2.82981, 0.02725, -3.06997], [4.64207, 0.80250, 0.47253], [-1.76196, 0.45915, 1.79323], [1.07199, 2.60457, 0.53154], [4.20977, 0.62053, 1.95074], [0.86066, -1.11661, -0.89132], [-2.84439, -0.54876, 0.81539], [-1.42115, -0.02388, -0.76952], [-0.20525, 0.38064, 0.27110], [0.16914, -2.18321, 0.37976], [-1.34679, 0.49311, -3.46191], [1.66147, 1.46198, 1.36309], [-0.60542, -2.09083, -1.15849]], "mulliken_charge": [-0.297, -0.485, -0.578, 0.066, -0.787, -0.854, 0.332, 0.332, 0.427, 0.325, 0.385, 0.441, 0.332, 0.340, 0.396, 0.265, 0.348, 0.317, 0.344, 0.351]}

=====

In order of appearance, molecular weight = 575.1 100.1 g mol⁻¹.
In order of appearance, energy above the lowest of the compared OMol25 structures with the same formula, charge and spin = 0.0 14.8 kcal/mol.
In order of appearance, DFT total energy = -164010.7473 -9912.4791 eV.